# 1
ORCA calculation (wB97M-V/def2-TZVPD) on a molecular structure, C38H49NO2V.

XYZ file:
```
91
Properties=species:S:1:pos:R:3:forces:R:3:lowdin_spin:R:1
V -16.95537 -1.44725 7.91629 -0.8 -0.5 4.2 2.6439
C -18.03442 -5.39986 9.23929 0.1 -0.1 0.9 0.0024
C -19.22689 -4.96801 8.65107 -0.4 -0.9 -0.1 0.0109
C -19.20474 -3.94360 7.75931 0.0 1.6 0.0 0.0058
C -17.95724 -3.40476 7.32922 0.1 -1.7 -0.4 0.0451
C -16.76418 -3.82824 7.95167 -1.8 -1.8 0.3 0.0194
C -16.81209 -4.83050 8.99142 -0.2 2.0 -1.3 0.0129
H -18.11002 -6.08069 10.06498 0.0 -0.6 0.1 0.0000
H -20.18314 -5.49761 8.83008 0.7 0.6 0.4 0.0006
H -20.15349 -3.41567 7.58367 0.5 -0.5 -0.8 0.0000
H -17.89293 -2.87995 6.36061 -0.2 0.1 0.6 0.0142
H -15.82576 -3.51235 7.55180 0.9 0.3 -0.2 0.0086
H -15.93003 -4.98654 9.59841 -0.1 -0.3 -0.1 0.0006
C -16.96372 0.75430 8.21632 0.8 0.6 0.2 0.0054
C -15.67019 0.27594 7.76245 -1.4 0.4 -1.4 0.0276
C -15.96003 -0.36581 6.41509 0.4 0.9 1.1 0.0507
C -17.38826 -0.25107 6.23137 0.5 0.3 -0.9 0.0364
C -18.02704 0.38087 7.32166 1.0 0.5 0.3 0.0200
C -19.50393 0.75164 7.37386 -0.3 -0.5 0.8 0.0050
C -20.28535 -0.09639 6.36082 -1.7 -0.8 1.2 0.0023
C -19.55168 2.26341 7.09024 -1.3 -1.3 -1.0 0.0000
C -20.12734 0.45807 8.77549 2.5 -1.3 -0.2 0.0032
C -15.12456 -0.86495 5.24064 -0.6 0.2 -1.6 0.0135
C -14.92759 0.33532 4.32468 1.3 0.4 -0.8 0.0027
C -13.73388 -1.45469 5.38739 0.1 -0.7 2.2 0.0017
C -15.97239 -1.79556 4.37567 -2.3 -1.4 0.3 0.0043
C -14.40569 0.55169 8.59156 1.2 0.0 -0.1 0.0066
C -14.67978 1.08553 10.00484 -2.9 -1.5 -0.5 0.0008
C -13.58207 1.69240 7.90511 -1.9 -0.4 -0.2 0.0010
C -13.47780 -0.67780 8.85001 -1.9 -0.9 -1.2 0.0044
H -17.00399 1.37320 9.15075 -0.4 -1.1 -0.9 0.0003
H -17.90593 -0.58473 5.33107 0.2 0.1 0.6 0.0049
H -19.94765 0.03440 5.36263 0.2 -0.1 -1.0 0.0002
H -21.40122 0.03832 6.39144 0.9 0.8 -0.1 0.0000
H -20.32145 -1.17283 6.66043 0.9 0.6 -0.3 0.0011
H -19.06315 2.45008 6.14770 0.2 0.2 -0.4 -0.0002
H -19.04345 2.80796 7.84564 0.2 0.6 0.8 0.0000
H -20.60994 2.52753 6.96632 0.3 0.4 0.3 0.0001
H -19.88245 -0.61950 9.06671 -0.9 1.2 -0.4 0.0020
H -21.15506 0.74105 8.85491 -0.7 0.0 0.0 0.0001
H -19.52333 1.00880 9.48365 -0.1 0.4 0.5 0.0000
H -14.54950 1.19876 4.88657 -0.2 -0.1 -0.2 0.0000
H -15.82893 0.57550 3.77340 -0.2 0.4 0.1 0.0001
H -14.15344 0.05073 3.57002 -0.5 0.4 0.4 0.0007
H -13.10962 -0.61501 5.77910 0.1 -1.0 -0.3 0.0000
H -13.33193 -1.85121 4.42929 -0.4 0.4 0.7 0.0000
H -13.77159 -2.30538 6.16036 0.4 1.1 -1.1 0.0009
H -16.93223 -1.28432 4.03292 1.5 -0.8 0.2 0.0002
H -16.31280 -2.75800 4.87524 0.4 1.1 -0.1 0.0018
H -15.47656 -2.19301 3.50195 0.5 0.4 -0.4 0.0000
H -15.05504 2.09227 9.95058 -0.5 0.4 0.2 0.0000
H -13.82796 1.09821 10.59820 1.9 0.0 0.8 0.0001
H -15.39323 0.38602 10.55357 0.6 1.1 -0.6 0.0003
H -14.27764 2.57147 7.82541 0.9 -0.6 0.0 -0.0001
H -13.28280 1.37878 6.90846 0.3 0.2 -0.1 0.0000
H -12.74110 1.90102 8.53817 0.5 0.4 0.1 0.0002
H -13.96254 -1.37733 9.55844 0.1 0.3 -0.2 0.0014
H -12.60980 -0.29669 9.33517 1.0 0.0 0.0 0.0001
H -13.30329 -1.26825 7.91161 0.4 0.7 0.9 0.0006
C -12.60137 -3.28636 17.43017 1.0 1.7 0.0 0.0000
C -13.20576 -3.87884 16.22002 -1.0 -1.8 -1.3 0.0000
C -12.93738 -5.25466 15.93424 0.0 0.5 -0.2 0.0000
C -13.56014 -5.84960 14.86488 -0.7 -0.3 -1.2 0.0000
C -14.52281 -5.18019 14.03128 1.6 -1.8 0.5 0.0000
C -14.78021 -3.86584 14.25557 1.4 1.3 2.2 0.0000
N -15.50210 -3.09452 13.37602 -1.7 0.8 -1.9 0.0005
C -16.71304 -2.41389 13.57702 0.6 0.4 -0.4 0.0003
C -17.27152 -2.23253 14.85639 0.7 -0.1 -0.2 -0.0001
C -18.43634 -1.49101 15.00159 -0.7 -0.2 1.0 0.0004
C -19.09750 -0.89985 13.93861 1.5 -0.5 -1.0 -0.0001
C -18.46625 -0.96416 12.66862 -0.7 -0.9 1.7 0.0005
C -17.35201 -1.76931 12.45657 0.2 0.1 -1.1 -0.0005
C -16.89706 -1.96593 10.95871 1.0 -0.6 1.9 0.0066
O -15.82642 -2.65282 10.82257 -1.6 1.2 -1.1 0.0063
O -17.61069 -1.44216 10.03941 1.0 -0.8 -0.2 0.0211
C -14.08158 -3.19676 15.35545 -0.3 -0.9 0.0 0.0000
C -14.20704 -1.72548 15.55772 0.0 0.8 0.9 0.0000
H -12.41469 -4.05449 18.16366 0.1 -0.1 0.3 0.0000
H -13.23781 -2.50080 17.86344 0.1 -0.4 0.0 0.0000
H -11.61777 -2.76586 17.21187 -0.9 -0.6 0.2 0.0000
H -12.17169 -5.84622 16.46953 -0.6 0.6 0.0 0.0000
H -13.28864 -6.87715 14.57527 -0.2 0.5 0.3 0.0000
H -14.91178 -5.74624 13.17414 -0.1 0.5 0.4 0.0000
H -15.30941 -3.18077 12.35195 -0.2 0.0 0.9 0.0000
H -16.71794 -2.66406 15.70701 -0.6 0.2 -0.4 0.0000
H -18.91247 -1.37951 15.99294 0.5 -0.3 -0.5 0.0000
H -20.08597 -0.51742 14.07238 -0.2 0.6 0.0 0.0000
H -18.94144 -0.46636 11.86004 -0.2 0.2 -0.8 0.0000
H -14.80082 -1.42641 16.45579 -0.1 -0.4 -0.7 0.0000
H -14.61721 -1.19045 14.67521 0.6 -0.3 0.6 0.0000
H -13.20708 -1.40978 15.90791 -0.3 0.5 -0.9 0.0000
```
Forces are in eV/Å.

## Properties
E_tot = -71472.7241 eV
2S+1 = 4
Frontier orbital gap (alpha / beta) = 7.02 / 7.09 eV
Energy relative to the best compared isomer or geometry (same formula, charge and spin) = 0.0 kcal per mole
<S²> = 3.767



# 2
ORCA calculation (wB97M-V/def2-TZVPD) on a molecular structure, C23H27IrN6.

XYZ file:
```
57
Properties=species:S:1:pos:R:3:forces:R:3:nbo_charge:R:1
Ir -0.42611 0.42394 -0.76073 3.7 -1.7 -1.9 1.1102
C -3.85381 -3.59256 -2.04673 0.4 0.1 0.0 -0.1640
C -3.82161 -2.33136 -1.44553 -0.2 -0.2 -0.1 -0.1750
C -2.61911 -1.72266 -1.19173 0.8 -0.6 0.0 -0.2205
C -1.38821 -2.34336 -1.54113 -2.7 -1.7 -0.4 0.1784
C -1.44511 -3.60806 -2.18473 0.5 1.0 0.4 -0.2389
C -2.66051 -4.21116 -2.41273 -0.7 0.1 0.0 -0.1779
N -0.27501 -1.61716 -1.31523 -0.2 4.5 1.7 -0.5825
C 1.02139 -1.97356 -1.56433 1.3 0.2 -0.5 0.2574
C 1.55379 -3.26556 -1.51693 -0.3 0.4 0.0 -0.2548
C 2.85469 -3.48626 -1.93113 0.0 0.3 0.0 -0.1126
C 3.65439 -2.43706 -2.37503 0.0 0.5 -0.2 -0.1983
C 3.17149 -1.13406 -2.39113 0.3 -0.3 0.0 -0.1326
C 1.87479 -0.88896 -1.95393 0.4 -1.6 0.4 0.0048
N 1.32119 0.35804 -1.81753 -2.7 2.3 -0.6 -0.0495
N 1.63219 1.36594 -2.53203 2.1 -3.0 0.4 -0.1143
C 0.89799 2.47054 -2.40963 -2.0 2.2 0.6 0.2627
C 1.30999 3.70764 -2.94333 0.1 -1.3 0.2 -0.1594
C 0.52719 4.81754 -2.73343 -0.6 0.2 0.3 -0.1244
C -0.67881 4.69094 -2.03813 0.6 0.0 -0.6 -0.1924
C -1.06471 3.43744 -1.60533 -0.5 -0.1 0.1 0.0674
N -0.30561 2.35694 -1.75723 0.8 -0.8 1.0 -0.4371
H -4.79881 -4.07466 -2.24833 0.0 0.0 0.0 0.2426
H -4.74571 -1.83636 -1.18783 -0.1 0.0 0.0 0.2369
H -2.59151 -0.73496 -0.71253 -0.2 -0.1 0.0 0.1627
H -0.55031 -4.08386 -2.55183 0.0 0.0 0.0 0.2287
H -2.69301 -5.16916 -2.90893 0.0 -0.1 0.0 0.2417
H 0.96409 -4.08546 -1.14163 -0.1 0.0 0.0 0.2467
H 3.24549 -4.49096 -1.91443 0.1 -0.1 0.1 0.2492
H 4.67009 -2.62796 -2.68823 0.0 0.0 -0.1 0.2519
H 3.78459 -0.30836 -2.71643 0.1 0.1 0.0 0.2507
H 2.23949 3.75264 -3.48673 0.1 0.0 -0.1 0.2671
H 0.84419 5.77954 -3.10303 0.0 0.1 0.0 0.2612
H -1.30221 5.54924 -1.85303 -0.1 0.0 0.0 0.2630
H -2.01721 3.29954 -1.11233 0.0 -0.1 0.1 0.2332
C 0.87929 -1.27266 2.34597 -0.2 0.2 -0.1 -0.6257
C -0.48951 -0.59716 2.37207 0.1 -0.4 -0.3 -0.1872
N -0.45401 0.73304 2.95517 -0.1 0.2 -0.4 -0.3681
C -0.81141 0.87054 4.35897 0.0 0.2 0.6 -0.2159
C 0.38499 0.77994 5.30397 -0.2 0.0 -0.1 -0.6201
C -0.01771 1.76114 2.23857 -0.3 -0.3 0.3 0.5452
C 0.06989 3.12474 2.85777 0.3 0.0 0.1 -0.6863
N 0.31419 1.60314 0.97567 -0.4 -0.1 -1.8 -0.8380
H 0.78599 -2.27506 1.93537 0.0 -0.1 0.0 0.2290
H 1.28829 -1.34706 3.34987 0.0 -0.1 0.1 0.2329
H 1.57519 -0.70496 1.73257 0.1 0.0 0.0 0.2145
H -1.19701 -1.20156 2.94167 0.0 0.1 -0.1 0.2328
H -0.87771 -0.51156 1.33107 0.0 -0.2 0.6 0.1562
H -1.52491 0.08134 4.60187 0.0 0.2 -0.1 0.2251
H -1.31431 1.82964 4.48837 -0.1 -0.1 0.1 0.2145
H 0.72919 -0.24486 5.40817 0.1 -0.1 0.0 0.2211
H 0.07449 1.13964 6.27997 0.1 0.0 0.2 0.2437
H 1.21539 1.39084 4.96037 0.1 0.1 0.0 0.2080
H -0.91991 3.45224 3.17617 0.0 0.0 0.0 0.2595
H 0.45019 3.84844 2.14007 0.0 -0.1 0.0 0.2356
H 0.71589 3.13914 3.73367 0.0 0.0 0.0 0.2599
H 0.79359 2.41464 0.60577 -0.3 0.1 0.2 0.3809
```
Forces are in eV/Å.

## Properties
E_tot = -36051.5608 eV
Frontier orbital gap (alpha / beta) = 4.85 / 4.85 eV
Energy relative to the best compared isomer or geometry (same formula, charge and spin) = 0.0 kcal per mole
Net charge = +2



# 3
ORCA calculation (wB97M-V/def2-TZVPD) on 2 unconnected molecules or ions with the total composition C2H8OS2.

XYZ file:
```
13
Properties=species:S:1:pos:R:3:forces:R:3:nbo_charge:R:1
C 1.15360 0.28344 2.28720 1.9 -2.5 -0.4 -0.6987
S 0.85705 -0.30607 0.45544 -0.6 1.4 1.8 0.0399
S -0.86026 0.83296 0.02763 0.0 -0.8 0.0 0.0851
C -0.55719 1.88802 -1.39184 -0.3 0.9 -0.2 -0.7675
H 1.73487 1.21129 2.34637 -0.2 -0.3 -0.3 0.2154
H 0.25985 0.34189 2.92103 0.1 -0.2 -0.6 0.2240
H 1.84101 -0.62324 2.69879 -1.6 2.2 -0.8 0.2178
H -1.48484 2.07716 -1.96326 0.0 0.0 0.9 0.2380
H -0.09545 2.80952 -1.08407 -0.2 0.6 0.2 0.2120
H 0.07480 1.55399 -2.16826 1.0 -1.3 -0.5 0.2332
O -0.59152 -2.80382 -1.69761 -0.3 -2.1 2.7 -0.9269
H 0.17250 -3.15414 -1.15777 -0.6 0.9 -1.2 0.4641
H -1.29766 -3.24492 -1.11324 1.0 1.2 -1.6 0.4635
```
Forces are in eV/Å.

## Properties
E_tot = -25920.8268 eV
Frontier orbital gap = 8.96 eV
Energy relative to the best compared isomer or geometry (same formula, charge and spin) = 25.6 kcal per mole



# 4
ORCA calculation (wB97M-V/def2-TZVPD) on a molecular structure, Br7Na8.

XYZ file:
```
15
Properties=species:S:1:pos:R:3:forces:R:3:nbo_charge:R:1
Na -0.98107 -0.49802 10.46280 0.4 -0.1 -0.2 0.8801
Na 6.17496 3.73862 16.28324 -0.2 -0.4 0.0 0.9760
Na 3.91139 1.60960 13.59398 0.3 -0.2 0.0 0.8653
Na -2.13264 0.27356 13.50344 0.3 -0.5 0.0 0.9345
Na 2.65678 -0.71709 15.47047 -0.7 -0.5 -0.4 0.9430
Na 2.64016 0.99101 10.38134 -0.5 -0.3 -0.4 0.8956
Na -0.71152 3.16396 8.55576 0.0 -0.6 -0.6 0.9543
Na 3.09370 5.61060 12.01091 0.0 -0.5 0.1 0.9739
Br -2.22317 -2.08684 11.98778 -0.5 0.3 0.6 -0.8956
Br 4.89847 4.40327 13.99039 -0.4 0.1 -0.3 -0.9426
Br 0.98937 3.36092 10.42653 0.7 0.6 0.8 -0.9440
Br 0.87117 0.28493 13.20192 0.0 0.2 0.3 -0.9284
Br 4.72257 -0.11142 11.57722 -0.1 0.3 0.3 -0.8903
Br 4.78855 0.35190 16.29050 0.4 0.9 -0.1 -0.9197
Br 0.38088 0.01713 8.31731 0.1 0.8 0.0 -0.9021
```
Forces are in eV/Å.

## Properties
E_tot = -525641.5546 eV
Frontier orbital gap = 7.19 eV
Net charge = +1



Q: Which value of E_tot does entry 2 give?
A: -36051.5608 eV



Q: Number 1 is which compound?
A: C38H49NO2V



Q: Number 3 is which compound?
A: C2H8OS2